Molecular formula: C6H11BrN3P
Method: DFT, the ωB97M-V functional and the def2-TZVPD basis

Geometry (Å):
C  3.197  0.320  0.699
C  2.127  1.210  -1.430
C  -0.970  1.565  -0.270
C  -0.209  -0.434  0.735
C  -0.441  -0.501  -1.779
C  -0.031  0.318  -0.565
N  3.805  0.970  -0.160
N  3.393  1.492  -1.240
N  1.412  0.579  -0.630
P  3.136  -0.670  2.127
Br  1.555  2.148  -3.009
H  -0.841  2.398  -1.075
H  -1.855  1.111  -0.435
H  -0.858  1.963  0.640
H  -1.195  -0.826  0.968
H  0.218  -1.438  0.698
H  0.041  0.065  1.570
H  -1.346  -0.930  -1.661
H  -0.483  0.147  -2.566
H  0.139  -1.384  -2.009
H  2.227  -1.621  1.528
H  1.938  -0.001  2.689

Results
LUMO level in eV: -0.09
Orbital gap in eV: 8.7
Charge: 0
Largest force on an atom in eV/Å: 7.1
E_HOMO in eV: -8.803